# 1
C5H10O5Ru as an isolated structure. Source: the OMol25 dataset; level of theory: wB97M-V/def2-TZVPD.

Atoms and positions in Å:
C 0.509 1.209 -0.193
C 0.869 1.505 -1.581
O 1.360 0.288 -2.264
C 1.691 0.395 -3.520
O 1.568 1.484 -4.165
O 2.202 -0.612 -4.106
O -0.697 0.658 0.022
Ru 2.292 0.532 -5.673
H 1.209 1.305 0.639
H 1.671 2.250 -1.628
H 0.001 1.857 -2.154
H -0.845 0.476 0.980
H -0.980 -2.015 1.147
C -0.962 -2.142 2.246
C -1.668 -1.000 2.940
O -1.053 0.227 2.545
H -1.459 -3.089 2.494
H 0.088 -2.200 2.563
H -1.593 -1.107 4.033
H -2.736 -0.985 2.671
H -1.464 0.965 3.004

Atoms 1-3, force components in eV/Å:
C -1.1 -1.0 0.3
C -0.7 1.5 0.9
O 0.9 -0.8 -2.4

Computed properties:
Spin multiplicity: 7
Lowest unoccupied orbital energy (alpha / beta) (eV): -10.76 / -13.95
Max |F| (Eh/bohr): 0.122
E_HOMO (alpha / beta) (hartree): -0.497 / -0.576
Energy (Ha): -666.6246
Net charge: +2
Kohn-Sham gap (alpha / beta) (eV): 2.763 / 1.707
Energy above the lowest of the compared OMol25 structures with the same formula, charge and spin (kJ/mol): 0.0

***

# 2
C29H36FeGe2IN3O3S as an isolated structure. Source: the OMol25 dataset; level of theory: wB97M-V/def2-TZVPD.

Atoms and positions in Å:
Fe -1.561 0.778 -0.517
O -2.739 2.042 -1.711
N -3.837 2.457 -1.083
C -4.362 3.639 -1.470
C -5.503 4.125 -0.895
C -6.118 3.378 0.110
C -5.563 2.183 0.498
C -4.395 1.702 -0.104
S -3.666 0.196 0.357
H -3.802 4.134 -2.248
H -5.899 5.073 -1.225
H -7.020 3.737 0.586
H -6.004 1.583 1.279
N 1.583 -1.557 -3.969
C 0.103 -1.580 -3.739
C -0.335 -0.204 -3.264
N -1.594 -0.267 -2.513
H 1.960 -2.487 -4.153
H 2.059 -1.222 -3.110
H 1.842 -0.939 -4.739
H -0.063 -2.325 -2.962
H -0.381 -1.902 -4.660
H -0.449 0.477 -4.109
H 0.440 0.212 -2.616
H -1.905 -1.220 -2.353
H -2.343 0.243 -2.970
C 0.065 -4.626 1.633
Ge -1.105 -3.227 0.909
C -1.989 -3.874 -0.731
C -2.466 -2.826 2.253
Ge 0.054 -1.146 0.371
C 0.780 -0.409 2.043
C 2.136 -0.423 2.367
C 2.589 0.110 3.567
C 1.689 0.660 4.467
C 0.333 0.679 4.161
C -0.113 0.155 2.957
C 1.682 -1.578 -0.698
C 2.594 -0.572 -1.052
C 3.803 -0.873 -1.678
C 4.126 -2.193 -1.979
C 3.227 -3.204 -1.659
C 2.023 -2.894 -1.030
H -0.546 -5.455 1.996
H 0.635 -4.228 2.472
H 0.767 -5.020 0.899
H -2.506 -4.816 -0.546
H -1.275 -4.046 -1.541
H -2.736 -3.147 -1.060
H -3.022 -3.730 2.503
H -3.172 -2.075 1.901
H -1.990 -2.453 3.160
H 2.857 -0.859 1.685
H 3.646 0.092 3.799
H 2.040 1.072 5.405
H -0.375 1.108 4.859
H -1.172 0.204 2.722
H 2.366 0.462 -0.816
H 4.501 -0.077 -1.909
H 5.077 -2.431 -2.439
H 3.477 -4.238 -1.867
H 1.354 -3.704 -0.761
I 5.318 5.036 2.707
C 3.629 4.181 1.840
C 2.538 3.860 2.636
C 1.420 3.282 2.058
C 1.400 3.019 0.694
C 2.497 3.346 -0.097
C 3.614 3.934 0.472
C 0.239 2.318 0.106
O -0.819 2.150 0.789
O 0.306 1.799 -1.050
H 2.563 4.051 3.700
H 0.567 3.006 2.662
H 2.464 3.143 -1.160
H 4.466 4.199 -0.139

Atoms 1-3, force components in eV/Å:
Fe 0.3 0.1 -0.1
O -0.1 0.0 0.0
N 0.0 0.0 0.0

Computed properties:
Spin multiplicity: 6
Lowest unoccupied orbital energy (alpha / beta) (eV): -2.80 / -3.11
Max |F| (Eh/bohr): 0.006
E_HOMO (alpha / beta) (hartree): -0.341 / -0.372
Energy (Ha): -7629.8909
Net charge: +1
Kohn-Sham gap (alpha / beta) (eV): 6.492 / 7.007
Energy above the lowest of the compared OMol25 structures with the same formula, charge and spin (kJ/mol): 0.0

***

# 3
One molecule with the formula C3H2N2O2S. Source: the OMol25 dataset; level of theory: wB97M-V/def2-TZVPD.

Atoms and positions in Å:
O 1.467 -1.866 0.368
C 0.622 -1.033 0.636
S -0.148 -1.161 2.256
C 0.185 0.077 -0.111
N -0.906 0.804 0.071
C -0.916 1.536 -1.128
N 0.091 1.327 -1.928
O 0.804 0.298 -1.239
H 0.484 -2.342 2.342
H -1.682 2.360 -1.265

Atoms 1-3, force components in eV/Å:
O -0.8 1.3 -1.0
C 1.4 -3.1 3.4
S -0.1 -0.1 -0.5

Computed properties:
Lowest unoccupied orbital energy (eV): -1.09
Max |F| (Eh/bohr): 0.094
E_HOMO (hartree): -0.379
Energy (Ha): -773.6396
Kohn-Sham gap (eV): 9.220
SMILES: O=C(S)c1ncno1
Energy above the lowest of the compared OMol25 structures with the same formula, charge and spin (kJ/mol): 282.4

***

# 4
One molecule with the formula C2H5NO2. Source: the OMol25 dataset; level of theory: wB97M-V/def2-TZVPD.

Atoms and positions in Å:
N -1.141 0.716 0.816
C 0.069 0.702 0.127
O 0.874 1.594 0.320
C 0.647 -0.467 -0.694
O -0.005 -1.707 -0.665
H -1.117 1.449 1.517
H -2.066 0.549 0.436
H 0.772 -0.148 -1.736
H 1.672 -0.535 -0.294
H 0.285 -2.149 0.143

Atoms 1-3, force components in eV/Å:
N 0.3 -0.1 0.0
C 0.4 0.3 0.4
O -0.2 0.1 0.1

Computed properties:
Lowest unoccupied orbital energy (eV): 0.74
Max |F| (Eh/bohr): 0.014
E_HOMO (hartree): -0.360
Energy (Ha): -284.4369
Kohn-Sham gap (eV): 10.544
SMILES: NC(=O)CO
Energy above the lowest of the compared OMol25 structures with the same formula, charge and spin (kJ/mol): 80.0

***

# 5
One molecule with the formula C3H4F2O. Source: the OMol25 dataset; level of theory: wB97M-V/def2-TZVPD.

Atoms and positions in Å:
O 0.840 -0.628 0.268
C -0.246 -0.916 -0.655
C -1.535 -0.070 -0.426
C -1.905 0.893 -1.261
F -1.074 1.232 -2.318
F -3.020 1.606 -1.164
H 0.796 -0.896 1.150
H -0.034 -0.719 -1.678
H -0.486 -2.015 -0.664
H -2.147 -0.328 0.430

Atoms 1-3, force components in eV/Å:
O 0.0 1.2 -3.9
C -1.5 -0.5 1.8
C 0.8 -0.7 0.1

Computed properties:
Lowest unoccupied orbital energy (eV): 0.81
Max |F| (Eh/bohr): 0.080
E_HOMO (hartree): -0.370
Energy (Ha): -391.6261
Kohn-Sham gap (eV): 10.880
SMILES: OCC=C(F)F
Energy above the lowest of the compared OMol25 structures with the same formula, charge and spin (kJ/mol): 122.5

***

# 6
One molecule with the formula C2H4INO. Source: the OMol25 dataset; level of theory: wB97M-V/def2-TZVPD.

Atoms and positions in Å:
O -0.705 0.969 1.369
C -0.286 -0.107 1.140
C 0.107 -0.669 -0.151
N 0.160 0.330 -1.535
I 1.431 1.961 -1.234
H 0.048 -0.858 1.971
H 1.006 -1.144 -0.382
H -0.598 -1.557 -0.419
H -0.854 0.605 -1.537

Atoms 1-3, force components in eV/Å:
O -1.0 1.3 0.1
C 2.5 -2.1 1.5
C -2.0 0.6 -5.3

Computed properties:
Lowest unoccupied orbital energy (eV): -0.23
Max |F| (Eh/bohr): 0.110
E_HOMO (hartree): -0.331
Energy (Ha): -506.2048
Kohn-Sham gap (eV): 8.781
SMILES: O=CCNI
Energy above the lowest of the compared OMol25 structures with the same formula, charge and spin (kJ/mol): 182.2

***

# 7
C42H46FIrN8O5Te as an isolated structure. Source: the OMol25 dataset; level of theory: wB97M-V/def2-TZVPD.

Atoms and positions in Å:
Ir -0.406 0.508 0.206
F -6.154 4.205 0.376
C -5.368 4.108 -0.715
C -4.394 3.158 -0.692
C -3.475 3.057 -1.741
C -2.289 2.246 -1.594
O -2.167 1.515 -0.568
C -1.343 2.372 -2.642
C -1.697 2.995 -3.813
N -2.838 3.665 -3.980
C -3.271 4.149 -5.279
C -2.321 4.372 -6.411
C -2.951 5.548 -5.730
C -3.682 3.840 -2.888
C -4.692 4.800 -2.891
C -5.506 5.023 -1.782
N -6.379 6.104 -1.770
C -7.467 6.261 -0.817
C -7.025 7.038 0.424
N -6.452 8.357 -0.004
C -5.347 8.175 -1.001
C -5.900 7.408 -2.206
C 0.049 1.888 -2.460
O 0.764 1.643 -3.424
O 0.465 1.828 -1.230
H -4.297 2.519 0.174
H -1.022 2.951 -4.656
H -4.248 3.753 -5.527
H -2.678 4.098 -7.393
H -1.260 4.214 -6.281
H -3.717 6.103 -6.253
H -2.320 6.150 -5.090
H -4.829 5.412 -3.770
H -7.874 5.301 -0.523
H -8.270 6.806 -1.325
H -6.251 6.493 0.960
H -7.868 7.210 1.092
H -6.109 8.870 0.810
H -7.191 8.924 -0.427
H -4.555 7.598 -0.522
H -4.961 9.151 -1.293
H -5.120 7.309 -2.953
H -6.728 7.964 -2.658
N -0.200 -1.371 -1.213
C 0.247 -2.546 -0.424
C 1.064 -3.681 -1.111
C 1.971 -3.456 -2.340
C 3.480 -3.286 -2.061
N 3.865 -2.191 -1.182
C 3.727 -0.908 -1.457
N 3.732 -0.039 -0.433
N 3.576 -0.469 -2.695
C 0.834 -1.937 0.859
O 1.975 -2.120 1.251
O -0.047 -1.190 1.466
H -1.061 -1.585 -1.704
H 0.491 -1.090 -1.903
H -0.673 -3.015 -0.071
H 0.306 -4.401 -1.416
H 1.664 -4.162 -0.336
H 1.586 -2.648 -2.967
H 1.913 -4.362 -2.944
H 4.012 -3.194 -3.009
H 3.845 -4.186 -1.571
H 3.876 -2.423 -0.197
H 3.998 -0.363 0.484
H 3.774 0.945 -0.645
H 3.647 -1.112 -3.467
H 3.226 0.472 -2.918
Te 1.684 0.041 3.352
C 2.694 -1.312 4.789
C 3.235 -0.775 5.946
C 3.852 -1.636 6.845
C 3.897 -3.000 6.589
C 3.338 -3.519 5.430
C 2.739 -2.669 4.507
C 0.721 0.967 4.995
C 0.835 2.343 5.180
C 0.184 2.945 6.245
C -0.599 2.184 7.105
C -0.713 0.814 6.912
C -0.041 0.198 5.867
H 3.192 0.286 6.160
H 4.293 -1.226 7.743
H 4.383 -3.661 7.294
H 3.368 -4.582 5.231
H 2.313 -3.065 3.595
H 1.447 2.940 4.515
H 0.283 4.012 6.393
H -1.111 2.660 7.929
H -1.338 0.224 7.569
H -0.116 -0.874 5.730
N -2.855 5.859 0.795
C -2.164 5.014 1.155
C -1.324 3.919 1.540
C -1.878 2.799 2.153
C -1.082 1.678 2.406
C 0.288 1.701 2.077
C 0.842 2.873 1.528
C 0.044 3.959 1.238
H -2.916 2.812 2.462
H -1.507 0.834 2.941
H 1.909 2.929 1.338
H 0.477 4.844 0.790

Atoms 1-3, force components in eV/Å:
Ir -0.3 -0.7 0.0
F -0.1 0.1 0.0
C 0.2 -0.1 0.1

Computed properties:
Spin multiplicity: 2
Lowest unoccupied orbital energy (alpha / beta) (eV): -8.45 / -8.71
Max |F| (Eh/bohr): 0.046
E_HOMO (alpha / beta) (hartree): -0.508 / -0.503
Energy (Ha): -2913.5554
Net charge: +3
Kohn-Sham gap (alpha / beta) (eV): 5.384 / 4.969
Energy above the lowest of the compared OMol25 structures with the same formula, charge and spin (kJ/mol): 406.4

***

# 8
C3H6N4S as an isolated structure. Source: the OMol25 dataset; level of theory: wB97M-V/def2-TZVPD.

Atoms and positions in Å:
C -0.148 -0.295 0.619
C -0.508 0.618 -1.473
C 1.808 -0.962 1.657
H -1.742 0.372 1.739
H -2.436 0.746 -0.049
H 1.107 -0.904 -0.893
H -0.779 1.802 -0.745
H -1.285 1.160 -2.978
H 2.289 -1.035 2.703
N -1.397 0.074 0.765
N 0.231 -0.241 -0.685
N -0.538 0.263 -2.761
N 0.432 -0.691 1.801
S 2.964 -0.908 0.298

Atoms 1-3, force components in eV/Å:
C 0.2 -0.4 0.0
C 1.9 0.6 -2.4
C 0.3 1.3 0.5

Computed properties:
Lowest unoccupied orbital energy (eV): -1.18
Max |F| (Eh/bohr): 0.179
E_HOMO (hartree): -0.309
Energy (Ha): -734.9016
Kohn-Sham gap (eV): 7.223
Energy above the lowest of the compared OMol25 structures with the same formula, charge and spin (kJ/mol): 641.2

***

> Number 6 is which compound?

C2H4INO

***

> Which formula does entry 6 have?

C2H4INO

***

> Which of these has the lowest max |F|?

C29H36FeGe2IN3O3S

***

> Look up the energy of the fifth one.

-391.6261 Ha